DFT (wB97M-V/def2-TZVPD) results for the molecule C2H5FN2O3.

```
! wB97M-V def2-TZVPD RIJCOSX def2/J DEFGRID3
* xyz 0 3
C 0.8466 0.7259 0.1749
C -0.1921 -0.4317 0.3809
N 0.1852 -1.7657 0.0569
N -1.4041 -0.0960 -0.4663
O -1.4277 -0.3005 -1.6680
O -2.2834 0.4286 0.1550
O 0.2253 2.0067 0.1721
F -0.5397 -0.4278 1.6978
H 1.2699 0.6889 -0.8178
H 1.4081 0.8046 1.0936
H 1.1308 -2.0016 0.4713
H 0.0653 -2.2359 -0.7785
H 0.7158 2.6045 -0.4718
*
```

As for the largest force on an atom: 0.117 hartree/bohr. The calculation puts the LUMO energy (spin up / spin down) at 0.6 / -3.9 eV. For the gap between HOMO and LUMO (spin up / spin down), the calculation gives 7.57 / 5.95 eV.

***

DFT (wB97M-V/def2-TZVPD) results for the ion C2H5FN2O4P with charge -1.

```
! wB97M-V def2-TZVPD RIJCOSX def2/J DEFGRID3
* xyz -1 1
N 1.6907 -0.4020 1.4474
P 0.3472 0.2180 0.9697
O -0.8847 -0.2740 1.8325
O 0.3010 1.8170 1.0099
C -0.0515 -0.2331 -0.7583
N 0.3360 -1.5757 -1.0001
F 0.7220 0.6408 -1.5710
C -1.5673 0.0633 -1.0338
O -1.9536 1.1216 -0.4865
O -2.1994 -0.7754 -1.7105
H 2.3258 0.3269 1.7343
H -1.5887 0.3857 1.7308
H 0.7779 2.1311 0.2352
H 1.1430 -1.8019 -0.4288
H 0.6018 -1.6424 -1.9709
*
```

As for the largest force on an atom: 0.022 hartree/bohr. The calculation puts the LUMO energy at 3.6 eV. The SMILES is N=P(O)(O)[C@](N)(F)C(=O)[O-]. For the gap between HOMO and LUMO, the calculation gives 8.41 eV.

***

DFT (wB97M-V/def2-TZVPD) results for a structure of composition C2H5FNa.

```
! wB97M-V def2-TZVPD RIJCOSX def2/J DEFGRID3
* xyz 1 1
F 1.2838 0.3150 0.2883
C -0.8742 -0.1441 -0.5992
C -0.0047 -0.1005 0.6314
H -0.9399 0.8541 -1.0638
H -1.8911 -0.4725 -0.3258
H -0.4636 -0.8507 -1.3400
H -0.3903 0.6083 1.3892
H 0.0850 -1.0929 1.1136
Na 3.1950 0.8833 -0.0936
*
```

As for the largest force on an atom: 0.045 hartree/bohr. The calculation puts the LUMO energy at -4.8 eV. For the gap between HOMO and LUMO, the calculation gives 11.25 eV.